i.
56
Properties=species:S:1:pos:R:3 method="wB97M-V/def2-TZVPD" total_charge=0 smiles="COc1ccccc1OCC(=O)Nc1sc2c(c1C(=O)NC[C@@H]1CCCO1)CCC2" orbital_gap_ev=8.016
C -1.823 -0.309 2.185
H -2.128 -1.331 2.014
H -1.897 0.173 3.079
H -0.745 -0.370 1.889
O -2.380 0.361 0.960
C -3.802 0.671 1.150
C -4.739 0.125 2.192
C -6.020 0.570 1.803
C -6.523 1.379 0.812
C -5.543 1.809 -0.039
C -4.291 1.767 0.076
O -3.458 2.191 -0.981
C -3.145 1.083 -2.124
C -2.398 0.078 -1.599
O -2.968 -1.111 -1.637
N -1.166 0.129 -1.307
C -0.272 -1.022 -0.921
C 1.006 -0.804 -0.608
C 1.642 -1.882 -0.257
C 0.555 -2.908 -0.023
S -1.019 -2.434 -0.777
C 0.977 -4.171 0.504
H 0.439 -4.612 1.148
H 1.139 -4.920 -0.309
C 2.465 -3.701 0.691
H 3.305 -4.614 0.749
H 2.381 -3.917 2.008
C 2.894 -2.362 0.250
H 3.277 -1.909 1.114
H 3.565 -2.723 -0.494
C 1.753 0.632 -0.957
O 1.123 1.525 -1.366
N 3.114 0.521 -0.747
H 3.502 -0.477 -0.429
C 3.877 1.592 -0.773
H 4.722 1.758 -1.512
H 3.297 2.519 -1.181
C 4.575 1.856 0.865
C 5.605 2.999 0.614
H 5.573 3.539 1.681
C 6.990 2.119 0.439
H 6.869 2.116 -0.557
C 6.564 0.823 1.017
H 6.931 0.778 2.064
O 5.159 0.696 0.868
H 7.322 -0.043 0.499
H 7.885 2.588 0.688
H 5.522 3.580 -0.094
H 3.819 2.090 1.244
H -0.739 1.131 -1.418
H -2.556 1.906 -2.767
H -4.109 1.031 -2.506
H -5.737 2.542 -0.940
H -7.454 1.502 0.932
H -6.565 0.075 2.773
H -4.267 -0.286 3.038



ii.
56
Properties=species:S:1:pos:R:3 method="wB97M-V/def2-TZVPD" total_charge=0 smiles="O=C(/C=C/c1ccc(S(=O)(=O)N2CCOCC2)cc1)N(CCO)Cc1ccccc1" orbital_gap_ev=8.598
O -3.905 -2.623 -1.422
C -3.387 -1.810 -0.675
N -4.114 -0.997 0.128
C -5.554 -1.164 0.139
H -5.882 -1.425 1.154
H -5.769 -2.000 -0.530
C -6.311 0.082 -0.342
O -6.476 1.061 0.660
H -7.080 0.727 1.331
H -5.750 0.569 -1.142
H -7.287 -0.224 -0.739
C -3.563 -0.010 1.041
C -2.393 0.774 0.508
C -2.362 1.231 -0.803
C -1.278 1.953 -1.269
C -0.221 2.251 -0.425
C -0.263 1.829 0.893
C -1.339 1.093 1.353
H -1.361 0.764 2.383
H 0.545 2.076 1.565
H 0.629 2.810 -0.786
H -1.261 2.291 -2.295
H -3.187 1.008 -1.465
H -3.280 -0.492 1.986
H -4.368 0.699 1.257
C -1.906 -1.671 -0.659
C -1.106 -1.978 0.360
C 0.347 -1.883 0.304
C 1.050 -2.028 -0.895
C 2.422 -1.873 -0.929
C 3.102 -1.562 0.234
C 2.434 -1.445 1.439
C 1.063 -1.616 1.474
H 0.534 -1.528 2.411
H 3.003 -1.240 2.332
S 4.874 -1.289 0.167
O 5.397 -2.026 -0.944
O 5.411 -1.501 1.478
N 5.111 0.319 -0.184
C 4.880 1.297 0.852
H 5.001 0.791 1.809
C 3.488 1.919 0.713
O 3.293 2.445 -0.582
C 3.425 1.445 -1.570
C 4.811 0.793 -1.513
H 4.882 -0.060 -2.187
H 5.570 1.534 -1.789
H 3.276 1.947 -2.528
H 2.640 0.685 -1.431
H 3.369 2.760 1.399
H 2.718 1.160 0.922
H 5.641 2.081 0.758
H 2.983 -2.005 -1.840
H 0.519 -2.287 -1.797
H -1.525 -2.250 1.320
H -1.491 -1.410 -1.623



Most stable: ii. Least stable: i.



i.
13
Properties=species:S:1:pos:R:3 method="wB97M-V/def2-TZVPD" total_charge=0 smiles="C=C[C@@]1(Cl)COC1=S" orbital_gap_ev=9.013
C 0.215 0.551 0.000
C 0.222 0.063 1.498
C 1.776 0.305 0.129
C -0.492 -0.240 -1.084
C -1.643 -0.899 -0.911
H -0.237 -0.910 1.688
H -0.092 0.857 2.201
H 0.112 -0.227 -2.001
H -2.237 -0.809 -0.001
H -2.156 -1.353 -1.753
O 1.683 -0.051 1.419
S 3.000 0.379 -0.946
Cl -0.151 2.335 -0.241



ii.
13
Properties=species:S:1:pos:R:3 method="wB97M-V/def2-TZVPD" total_charge=0 orbital_gap_ev=8.657
C 0.231 0.649 0.141
C 0.387 -0.378 1.327
C 1.710 0.414 0.031
C -0.657 0.150 -0.993
C -1.581 -0.737 -0.938
H -0.346 -1.246 0.765
H 0.299 -0.065 2.489
H -0.364 0.634 -1.786
H -1.887 -1.109 0.114
H -2.199 -1.038 -1.714
O 1.772 -0.588 0.877
S 3.115 0.918 -0.627
Cl -0.480 2.397 0.314



Most stable: i. Least stable: ii.



i.
12
Properties=species:S:1:pos:R:3 method="wB97M-V/def2-TZVPD" total_charge=0 smiles="NN1C[C@@H](F)C1=S" orbital_gap_ev=9.395
C -1.249 1.195 0.129
C -1.282 -0.327 0.423
C 0.221 -0.302 0.145
H 1.381 2.304 -1.039
H 1.905 1.596 0.363
H -1.564 1.820 0.966
H -1.818 1.516 -0.730
H -1.536 -0.629 1.410
N 1.110 1.992 -0.117
N 0.122 1.051 -0.075
F -1.888 -1.169 -0.453
S 1.491 -1.298 0.017



ii.
12
Properties=species:S:1:pos:R:3 method="wB97M-V/def2-TZVPD" total_charge=0 orbital_gap_ev=8.547
C 0.109 -1.092 -0.628
C 0.611 0.446 -1.213
C -0.019 1.101 0.053
H -1.481 0.285 2.138
H 0.294 -0.539 2.447
H 1.011 -1.686 -0.499
H -0.777 -1.539 -0.972
H 1.797 0.429 -1.449
N -0.661 -0.617 1.743
N -0.380 -0.256 0.411
F 0.062 0.801 -2.410
S -0.564 2.666 0.380



Most stable: i. Least stable: ii.